{
  "formula": "C9H24N6O13Zn2",
  "method": "ωB97M-V/def2-TZVPD",
  "total_energy_ha": -5222.73200,
  "homo_lumo_gap_ev": 7.419,
  "e_homo_ev": -9.697,
  "e_lumo_ev": -2.3,
  "relative_energy_kcal_mol": 0.0,
  "species": ["Zn", "Zn", "C", "O", "O", "O", "C", "O", "O", "O", "C", "O", "N", "N", "H", "H", "H", "H", "C", "O", "N", "N", "H", "H", "H", "H", "C", "O", "N", "N", "H", "H", "H", "H", "C", "C", "O", "O", "H", "H", "H", "H", "H", "H", "C", "C", "O", "O", "H", "H", "H", "H", "H", "H"],
  "coordinates": [[2.67001, -1.59376, 1.20581], [0.11911, -0.97363, 3.06169], [2.12770, -2.43848, 3.55983], [2.83734, -3.06105, 2.67502], [0.90573, -2.69867, 3.87850], [2.15267, -1.16006, 3.20418], [0.65157, -0.16946, 0.69970], [0.52416, -1.44140, 0.94375], [1.86067, 0.09034, 0.28414], [0.12693, 0.52577, 1.64721], [2.03463, -3.57140, -1.07647], [2.75302, -2.87180, -0.34245], [1.39438, -4.66147, -0.61726], [1.92314, -3.27124, -2.37690], [0.86516, -5.25857, -1.22559], [1.38782, -4.76425, 0.38440], [2.46138, -2.48128, -2.69085], [1.35649, -3.75934, -3.04588], [-2.15365, -3.29876, -0.80259], [-3.02816, -4.03494, -1.22457], [-1.43373, -2.48432, -1.63024], [-1.82996, -3.10256, 0.51349], [-0.64307, -2.00847, -1.23145], [-1.61539, -2.46686, -2.61465], [-2.16453, -3.60741, 1.30973], [-0.92209, -2.65962, 0.49974], [1.35488, 1.91810, -2.74499], [1.20600, 2.80280, -3.57500], [0.57711, 0.79048, -2.69953], [2.36278, 1.95851, -1.83511], [0.79796, 0.09259, -2.01242], [-0.24104, 0.72641, -3.27402], [3.05098, 2.67560, -1.96006], [2.28592, 1.37434, -1.01054], [1.00027, 3.72547, 2.19257], [1.63957, 4.66328, 3.17753], [2.55549, 5.49040, 2.44701], [-0.06680, 2.99304, 2.77810], [1.72068, 3.02318, 1.76499], [0.60773, 4.37405, 1.40183], [2.16509, 4.22747, 4.03568], [0.91812, 5.32810, 3.66855], [2.88758, 6.17047, 3.03705], [-0.15770, 2.19100, 2.24470], [-3.26868, 1.02048, -1.40632], [-4.59442, 1.62138, -1.82772], [-5.66940, 1.04081, -1.11131], [-2.98988, 1.48100, -0.09785], [-2.44488, 1.26538, -2.08716], [-3.33518, -0.07569, -1.47069], [-4.89053, 1.71919, -2.87189], [-4.45089, 2.68654, -1.57554], [-5.30597, 0.61836, -0.32735], [-2.07615, 1.31993, 0.15128]],
  "mulliken_charge": [0.757, 0.571, 1.414, -0.707, -0.683, -0.927, 2.477, -0.831, -1.278, -1.133, 0.812, -0.621, -0.315, -0.405, 0.188, 0.235, 0.222, 0.194, 0.503, -0.662, -0.061, -0.178, -0.090, 0.168, 0.216, -0.009, 0.433, -0.672, -0.269, -0.296, 0.150, 0.179, 0.184, 0.393, 0.014, -0.490, -0.521, -0.590, 0.115, 0.178, 0.289, 0.285, 0.295, 0.511, -0.171, -0.465, -0.531, -0.515, 0.167, 0.319, 0.356, 0.263, 0.326, 0.209]
}